No. 1
This record from the OMol25 dataset describes 7 unconnected molecules or ions with the total composition C19H37FN3O24S6 in a non-equilibrium geometry. The level of theory is ωB97M-V/def2-TZVPD.

The geometry in ORCA input format:
```
! wB97M-V def2-TZVPD RIJCOSX def2/J DEFGRID3
* xyz 1 1
C 1.58 -1.84 -1.09
C 2.04 -1.54 -2.32
C 1.19 -1.04 -3.46
C -0.32 -1.20 -3.26
N -0.68 -2.59 -2.90
C -1.85 -2.78 -2.28
N -2.66 -3.76 -2.57
N -2.22 -1.91 -1.23
C -2.27 -0.52 -1.77
C -0.87 -0.19 -2.25
F -0.82 1.07 -2.84
H 0.75 -2.54 -0.99
H 1.90 -1.40 -0.16
H 3.11 -1.60 -2.53
H 1.41 0.02 -3.58
H 1.47 -1.52 -4.41
H -0.81 -0.97 -4.22
H -0.51 -3.25 -3.66
H -2.58 -4.26 -3.45
H -3.34 -4.05 -1.89
H -1.45 -1.92 -0.56
H -3.03 -0.42 -2.54
H -2.52 0.13 -0.93
H -0.24 -0.14 -1.36
C 2.52 0.63 3.21
C 1.41 0.55 4.24
O 0.30 -0.01 3.50
S 0.84 -1.02 2.42
O 0.76 -2.36 2.88
O 0.23 -0.67 1.17
O 2.36 -0.57 2.43
H 2.40 1.49 2.55
H 3.51 0.66 3.65
H 1.15 1.52 4.65
H 1.67 -0.13 5.05
C -0.86 3.49 -4.92
C -0.70 2.92 -6.31
O -0.42 4.06 -7.13
S 0.43 5.13 -6.29
O 1.81 4.97 -6.57
O -0.21 6.39 -6.41
O 0.14 4.51 -4.85
H -1.84 3.96 -4.78
H -0.70 2.76 -4.13
H -1.60 2.42 -6.67
H 0.14 2.23 -6.37
C 1.07 6.05 4.93
C 0.32 5.54 3.72
O -0.06 4.20 4.09
S -0.36 4.15 5.66
O -1.76 4.25 5.88
O 0.39 3.07 6.21
O 0.32 5.52 6.05
H 2.08 5.66 4.97
H 1.08 7.14 4.99
H 0.93 5.52 2.83
H -0.59 6.12 3.53
C 6.62 7.25 3.62
C 6.21 7.28 2.16
O 5.07 6.40 2.11
S 4.25 6.49 3.46
O 3.15 7.38 3.30
O 4.05 5.17 3.94
O 5.36 7.22 4.33
H 7.18 6.35 3.87
H 7.18 8.13 3.93
H 6.99 6.92 1.49
H 5.89 8.28 1.85
C -0.56 -4.80 4.84
C -1.31 -5.26 3.61
O -1.71 -6.60 3.92
S -2.00 -6.74 5.49
O -3.39 -6.61 5.73
O -1.27 -7.84 5.98
O -1.29 -5.37 5.93
H 0.45 -5.20 4.86
H -0.53 -3.72 4.94
H -0.70 -5.25 2.71
H -2.21 -4.66 3.45
C -5.27 -7.41 -3.97
C -4.91 -8.00 -5.32
O -4.62 -6.84 -6.13
S -3.97 -5.71 -5.25
O -2.55 -5.73 -5.35
O -4.66 -4.48 -5.45
O -4.35 -6.31 -3.82
H -6.29 -7.02 -3.96
H -5.13 -8.11 -3.16
H -5.72 -8.56 -5.78
H -4.01 -8.62 -5.27
*
```

Calculated values
Strongest force on any atom in eV Å⁻¹: 1.9
Molecular weight in g mol⁻¹: 902.9
Gap between HOMO and LUMO in eV: 8.3

---

No. 2
This record from the OMol25 dataset describes 9 unconnected molecules or ions with the total composition C31H77ClN4O9PSi in a non-equilibrium geometry. The level of theory is ωB97M-V/def2-TZVPD.

The geometry in ORCA input format:
```
! wB97M-V def2-TZVPD RIJCOSX def2/J DEFGRID3
* xyz 1 1
C -0.49 -4.19 0.73
Si -0.85 -2.48 -0.13
C -2.62 -2.63 -0.84
C -0.91 -1.19 1.28
C 0.54 -2.14 -1.46
C 0.00 -2.04 -2.96
C 0.06 -0.60 -3.62
C -1.40 0.13 -3.75
C -2.06 0.50 -2.34
C -2.43 2.09 -2.27
C -3.08 2.42 -0.81
N -4.20 1.46 -0.52
C -4.22 0.65 0.69
C -5.51 -0.19 0.54
C -6.22 0.19 -0.79
C -5.32 1.27 -1.44
N 1.09 0.34 -3.07
C 1.31 0.21 -1.64
N 1.40 1.41 -0.98
P 1.75 1.52 0.75
O 2.96 2.72 0.87
Cl 0.07 2.39 1.73
N 1.51 -1.07 -1.05
H 0.62 -4.30 1.00
H -1.18 -4.22 1.65
H -0.84 -4.98 -0.03
H -2.71 -3.17 -1.84
H -3.23 -3.26 -0.09
H -3.08 -1.58 -0.82
H -0.55 -0.19 0.88
H -0.30 -1.60 2.16
H -1.97 -1.01 1.69
H 1.16 -3.12 -1.42
H -1.06 -2.45 -3.13
H 0.68 -2.72 -3.60
H 0.36 -0.77 -4.73
H -2.08 -0.63 -4.29
H -1.30 1.02 -4.47
H -1.42 0.29 -1.42
H -3.09 -0.02 -2.31
H -1.51 2.74 -2.44
H -3.21 2.37 -3.06
H -3.47 3.49 -0.74
H -2.27 2.28 -0.01
H -3.48 0.64 1.55
H -5.88 -0.97 1.30
H -7.16 -0.19 -1.29
H -5.42 1.83 -2.42
H 0.74 1.29 -3.28
H 1.28 2.30 -1.50
H 3.79 2.44 0.40
H 1.54 -1.10 -0.02
C -6.53 6.18 -1.16
C -7.01 5.19 -2.20
O -5.89 4.53 -2.80
H -5.86 6.92 -1.61
H -7.37 6.69 -0.69
H -5.96 5.67 -0.37
H -7.56 5.70 -2.99
H -7.66 4.43 -1.76
H -5.42 4.07 -2.09
C -1.92 5.23 5.31
C -2.49 4.87 3.96
O -1.51 5.05 2.94
H -1.58 6.27 5.32
H -2.66 5.10 6.10
H -1.05 4.61 5.54
H -3.35 5.50 3.72
H -2.82 3.82 3.94
H -0.76 4.48 3.15
C 7.73 2.94 2.31
C 6.34 3.14 1.73
O 6.12 2.24 0.64
H 8.49 3.10 1.54
H 7.91 3.63 3.14
H 7.84 1.91 2.67
H 6.23 4.16 1.35
H 5.57 2.97 2.49
H 6.21 1.34 0.99
C -9.19 0.39 1.45
C -9.25 1.53 2.45
O -7.97 1.74 3.04
H -8.86 -0.53 1.94
H -10.17 0.22 1.00
H -8.47 0.61 0.66
H -9.96 1.30 3.25
H -9.57 2.46 1.96
H -7.36 1.95 2.32
C 9.41 -1.29 -0.53
C 8.23 -0.75 0.26
O 8.29 -1.23 1.60
H 9.40 -2.38 -0.53
H 9.38 -0.94 -1.56
H 10.35 -0.97 -0.08
H 7.29 -1.09 -0.18
H 8.24 0.34 0.28
H 9.12 -0.92 1.99
C 2.89 -2.13 -7.76
C 1.71 -1.60 -6.97
O 1.76 -2.09 -5.63
H 2.88 -3.22 -7.78
H 2.86 -1.76 -8.79
H 3.83 -1.81 -7.31
H 0.77 -1.93 -7.42
H 1.71 -0.51 -6.94
H 2.59 -1.79 -5.24
C 10.67 -5.10 0.68
C 10.78 -5.12 2.19
O 10.97 -3.81 2.70
H 11.58 -4.67 0.24
H 10.53 -6.10 0.28
H 9.84 -4.47 0.36
H 11.63 -5.74 2.51
H 9.87 -5.54 2.64
H 10.21 -3.28 2.42
C -3.37 -5.79 4.92
C -2.45 -4.60 4.70
O -3.11 -3.61 3.92
H -3.68 -6.22 3.96
H -2.87 -6.57 5.50
H -4.28 -5.48 5.44
H -1.55 -4.91 4.16
H -2.15 -4.16 5.65
H -3.90 -3.33 4.41
*
```

Calculated values
Strongest force on any atom in eV Å⁻¹: 6.1
Molecular weight in g mol⁻¹: 744.5
Gap between HOMO and LUMO in eV: 6.9

---

No. 3
This record from the OMol25 dataset describes 2 unconnected molecules or ions with the total composition C31H31BO4 in a non-equilibrium geometry. The level of theory is ωB97M-V/def2-TZVPD.

The geometry in ORCA input format:
```
! wB97M-V def2-TZVPD RIJCOSX def2/J DEFGRID3
* xyz 0 1
C 5.32 1.81 0.46
C 3.90 2.08 0.31
C 3.17 3.23 0.17
C 1.81 2.85 0.02
C 1.74 1.48 0.10
B 0.51 0.38 0.14
C -0.51 1.46 0.59
C -0.89 1.94 1.81
C -1.88 2.97 1.59
C -2.02 3.09 0.23
C -2.79 3.95 -0.64
O -1.19 2.18 -0.40
C 0.48 0.09 -1.38
C 1.44 -0.14 -2.33
C 0.79 -0.21 -3.60
C -0.55 -0.05 -3.36
C -1.73 -0.10 -4.20
O -0.73 0.10 -2.02
C 1.33 -0.50 1.14
C 1.92 -1.73 0.99
C 2.62 -2.02 2.21
C 2.46 -0.92 3.02
C 3.04 -0.54 4.28
O 1.61 -0.03 2.41
O 3.03 1.04 0.28
H 5.82 2.76 0.68
H 5.52 1.11 1.29
H 5.76 1.42 -0.47
H 3.56 4.25 0.17
H 0.99 3.54 -0.10
H -0.51 1.59 2.77
H -2.39 3.56 2.35
H -3.76 4.17 -0.18
H -2.28 4.91 -0.78
H -2.95 3.49 -1.62
H 2.50 -0.19 -2.15
H 1.26 -0.35 -4.56
H -1.54 0.46 -5.12
H -1.94 -1.14 -4.49
H -2.61 0.31 -3.69
H 1.89 -2.34 0.09
H 3.20 -2.91 2.43
H 3.44 -1.43 4.77
H 3.89 0.15 4.14
H 2.32 -0.06 4.95
C -2.77 -0.39 0.62
C -2.98 -0.29 2.17
C -1.86 -1.11 2.72
C -1.17 -1.75 1.71
C -1.55 -1.26 0.42
C -1.59 -2.19 -0.71
C -0.72 -3.30 -0.78
C -0.82 -4.24 -1.81
C -1.85 -4.16 -2.75
C -2.76 -3.10 -2.68
C -2.60 -2.11 -1.71
H -3.63 -0.90 0.17
H -2.71 0.60 0.16
H -3.03 0.75 2.54
H -3.95 -0.75 2.41
H -1.68 -1.25 3.78
H -0.42 -2.52 1.88
H 0.01 -3.44 0.01
H -0.09 -5.06 -1.85
H -1.95 -4.91 -3.53
H -3.61 -3.04 -3.38
H -3.31 -1.28 -1.71
*
```

Calculated values
Strongest force on any atom in eV Å⁻¹: 4.2
Energy above the lowest of the compared OMol25 structures with the same formula, charge and spin in kJ/mol: 130.1
Molecular weight in g mol⁻¹: 478.4
Gap between HOMO and LUMO in eV: 4.1

---

No. 4
This record from the OMol25 dataset describes 7 unconnected molecules or ions with the total composition C21H42F3NO16 in a non-equilibrium geometry. The level of theory is ωB97M-V/def2-TZVPD.

The geometry in ORCA input format:
```
! wB97M-V def2-TZVPD RIJCOSX def2/J DEFGRID3
* xyz 0 1
N 3.11 -0.64 1.76
H 4.23 -0.61 1.60
H 2.82 -0.09 2.47
H 2.83 -1.65 2.01
H 2.54 -0.21 0.98
O 0.41 0.32 1.86
H -0.27 0.98 2.01
C -0.48 -0.73 5.00
C -1.30 0.56 4.90
O -0.70 1.44 5.81
C 0.10 0.75 6.65
O 0.49 1.22 7.72
O 0.28 -0.49 6.23
F -2.54 0.31 5.18
H 0.25 -0.81 4.34
H -1.20 -1.57 5.19
H -1.22 1.07 3.83
C 1.55 3.12 0.55
C 2.06 2.53 -0.72
O 3.34 2.82 -0.76
C 3.81 3.26 0.48
O 4.94 3.69 0.78
O 2.76 3.25 1.29
F 1.42 2.99 -1.80
H 0.71 2.52 0.86
H 1.28 4.02 0.52
H 1.85 1.47 -0.84
C -1.50 0.82 -1.86
C -0.65 -0.35 -1.48
O 0.41 -0.25 -2.35
C 0.21 0.71 -3.16
O 1.05 1.19 -4.03
O -0.87 1.36 -2.94
F -1.25 -1.56 -1.93
H -1.59 1.56 -1.16
H -2.59 0.39 -2.33
H -0.46 -0.35 -0.45
C 6.30 0.91 -0.87
O 5.53 -0.27 -1.25
C 6.03 -1.49 -0.74
C 5.00 -2.62 -1.09
O 3.91 -2.55 -0.57
C 2.92 -3.42 -1.05
C 1.53 -3.00 -0.43
O 1.68 -3.50 0.91
C 0.53 -3.21 1.69
H 6.22 1.10 0.10
H 5.96 1.84 -1.60
H 7.44 0.54 -1.15
H 6.17 -1.55 0.34
H 7.15 -1.45 -1.06
H 5.36 -3.57 -0.68
H 4.94 -2.94 -2.11
H 3.08 -4.43 -0.81
H 2.85 -3.36 -2.08
H 0.87 -3.68 -1.03
H 1.48 -2.03 -0.48
H 0.57 -3.62 2.63
H -0.25 -3.56 1.19
H 0.44 -1.97 1.79
C -5.18 -1.89 -3.78
O -4.40 -0.70 -3.75
C -5.02 0.47 -4.18
C -5.84 1.16 -3.13
O -5.05 1.25 -2.11
C -5.66 1.84 -0.93
C -4.62 1.99 0.18
O -4.09 0.72 0.47
C -3.11 0.76 1.50
H -4.86 -2.60 -2.99
H -4.91 -2.27 -4.62
H -6.14 -1.53 -3.33
H -5.54 0.25 -5.00
H -4.16 1.28 -4.45
H -6.54 0.42 -2.84
H -6.24 2.10 -3.40
H -6.44 1.17 -0.89
H -6.02 2.79 -1.19
H -5.13 2.39 1.08
H -3.91 2.83 -0.04
H -3.39 1.66 2.38
H -1.98 0.80 1.23
H -3.29 -0.12 1.98
*
```

Calculated values
Strongest force on any atom in eV Å⁻¹: 12.5
Energy above the lowest of the compared OMol25 structures with the same formula, charge and spin in kJ/mol: 199.7
Molecular weight in g mol⁻¹: 621.6
Gap between HOMO and LUMO in eV: 8.4

---

No. 5
This record from the OMol25 dataset describes a molecular structure, C35H35Br2N6O4S3Ti in a non-equilibrium geometry. The level of theory is ωB97M-V/def2-TZVPD.

The geometry in ORCA input format:
```
! wB97M-V def2-TZVPD RIJCOSX def2/J DEFGRID3
* xyz 1 1
Ti 0.37 0.01 -0.96
C 2.65 2.79 0.29
C 1.41 2.06 0.66
N 1.45 0.75 0.80
N 0.65 0.24 1.75
C 0.18 -0.95 1.73
S 0.07 -1.98 0.35
S -0.43 -1.59 3.24
C -1.28 -0.13 3.94
C -2.73 -0.10 3.54
C -3.45 -1.26 3.29
C -4.80 -1.20 2.99
C -5.45 0.02 2.93
C -4.73 1.18 3.17
C -3.38 1.13 3.47
C 0.16 2.74 0.97
C 0.05 3.95 1.65
C -1.19 4.50 1.91
C -2.34 3.84 1.47
C -2.25 2.66 0.76
C -1.01 2.09 0.49
O -0.87 0.99 -0.25
H 3.41 2.10 -0.06
H 3.02 3.29 1.19
H 2.46 3.56 -0.46
H -0.75 0.75 3.61
H -1.18 -0.23 5.02
H -2.94 -2.21 3.34
H -5.34 -2.11 2.80
H -6.50 0.06 2.73
H -5.23 2.14 3.14
H -2.84 2.04 3.66
H 0.95 4.44 2.00
H -1.28 5.43 2.45
H -3.31 4.26 1.68
H -3.15 2.16 0.43
Br -3.52 -0.53 -0.13
C -2.87 -1.50 -1.60
C -3.71 -2.38 -2.28
C -3.19 -3.09 -3.34
C -1.87 -2.87 -3.70
C -1.12 -1.95 -2.98
N -1.61 -1.28 -1.93
C 0.33 -1.63 -3.30
O 0.85 -2.01 -4.31
O 0.87 -0.92 -2.37
H -4.74 -2.48 -1.97
H -3.81 -3.79 -3.88
H -1.39 -3.39 -4.52
Br 3.73 3.83 -5.68
C 2.88 2.91 -4.26
C 1.72 3.41 -3.69
C 1.13 2.69 -2.66
N 1.62 1.54 -2.19
C 2.75 1.08 -2.74
C 3.42 1.73 -3.76
H 1.28 4.33 -4.04
H 0.23 3.07 -2.18
H 3.15 0.16 -2.33
H 4.34 1.32 -4.15
C 6.57 -4.41 2.02
C 5.18 -3.88 2.01
C 4.21 -4.17 2.93
C 2.94 -3.57 2.78
N 2.68 -2.71 1.82
C 3.62 -2.42 0.91
S 3.40 -1.34 -0.34
N 4.86 -3.03 1.01
C 1.85 -3.86 3.75
H 6.76 -5.01 2.90
H 7.28 -3.58 2.01
H 6.76 -5.02 1.14
H 4.41 -4.84 3.76
H 5.54 -2.80 0.29
H 2.15 -4.62 4.47
H 0.96 -4.18 3.21
H 1.59 -2.94 4.27
C -2.97 2.48 -4.16
C -1.95 1.36 -4.04
O -1.36 1.29 -2.75
H -3.35 2.51 -5.18
H -2.53 3.45 -3.93
H -3.81 2.31 -3.49
H -1.13 1.52 -4.74
H -2.43 0.40 -4.28
H -2.08 1.40 -2.10
*
```

Calculated values
Strongest force on any atom in eV Å⁻¹: 2.6
Energy above the lowest of the compared OMol25 structures with the same formula, charge and spin in kJ/mol: 331.5
Molecular weight in g mol⁻¹: 907.6
Gap between HOMO and LUMO in eV: 6.6

---

No. 6
This record from the OMol25 dataset describes 2 unconnected molecules or ions with the total composition C4H10N in a non-equilibrium geometry. The level of theory is ωB97M-V/def2-TZVPD.

The geometry in ORCA input format:
```
! wB97M-V def2-TZVPD RIJCOSX def2/J DEFGRID3
* xyz 1 1
C -2.43 0.39 -0.63
N -1.85 0.26 0.50
H -3.51 0.37 -0.59
H -1.95 0.55 -1.62
H -0.90 0.67 0.64
H -2.04 -0.41 1.25
C 1.88 -1.32 -0.43
C 1.32 -0.27 0.48
C 1.24 1.03 0.12
H 2.09 -2.28 0.04
H 2.80 -0.94 -0.89
H 1.15 -1.49 -1.28
H 1.11 -0.48 1.53
H 1.29 1.82 0.86
H 0.85 1.42 -0.82
*
```

Calculated values
Strongest force on any atom in eV Å⁻¹: 2.1
Energy above the lowest of the compared OMol25 structures with the same formula, charge and spin in kJ/mol: 335.3
Molecular weight in g mol⁻¹: 72.1
Gap between HOMO and LUMO in eV: 6.9